C3H5NO2 | ωB97M-V/def2-TZVPD

Computed properties:
- electronic energy (hartree) = -322.4270
- energy above the lowest of the compared OMol25 structures with the same formula, charge and spin (kcal/mol) = 92.5
- HOMO-LUMO gap (eV) = 9.17
- E_LUMO (Ha) = 0.010

Element x y z (Å)
O  0.02068  2.07161  -0.40186
C  0.15737  0.83300  -0.79987
C  -0.96993  -0.06669  -0.31338
N  -0.20832  -1.24720  0.07644
C  1.03097  -0.84514  0.60666
O  2.05710  -1.47086  0.60007
H  0.83058  2.51922  -0.69947
H  0.95975  0.14512  1.11037
H  -1.64987  0.32831  0.46031
H  -1.56059  -0.27411  -1.22033
H  -0.66773  -1.99328  0.58105

Here are the Löwdin charges for atoms 1 to 6, given in e:
1. O 0.033
2. C -0.082
3. C -0.231
4. N -0.016
5. C -0.401
6. O 0.068


C12H16O | ωB97M-V/def2-TZVPD

Computed properties:
- electronic energy (hartree) = -542.0947
- energy above the lowest of the compared OMol25 structures with the same formula, charge and spin (kcal/mol) = 0.0
- HOMO-LUMO gap (eV) = 9.82
- E_LUMO (Ha) = 0.032
- SMILES = C[C@]1(CO)CCCc2ccccc21

Element x y z (Å)
C  1.54503  -1.21082  1.38117
C  1.09036  -0.34965  0.23282
C  1.67127  -0.88777  -1.05332
O  1.32114  -2.22067  -1.28336
C  1.66741  1.08889  0.47609
C  1.00924  2.11758  -0.41111
C  -0.47238  2.20527  -0.17025
C  -1.16755  0.87164  -0.07956
C  -2.56349  0.75844  -0.29689
C  -3.25748  -0.43746  -0.14193
C  -2.55576  -1.61119  0.18966
C  -1.17002  -1.57935  0.25545
C  -0.46327  -0.33815  0.10240
H  2.66650  -1.18465  1.50906
H  1.28654  -2.27340  1.29871
H  1.06391  -0.84056  2.31495
H  2.77077  -0.85454  -0.92577
H  1.35193  -0.27521  -1.91979
H  0.34469  -2.17764  -1.51066
H  2.76305  1.07804  0.27395
H  1.47088  1.33273  1.51403
H  1.36817  3.14897  -0.27293
H  1.13123  1.88587  -1.46770
H  -0.66102  2.70590  0.80166
H  -0.95356  2.83076  -0.92234
H  -3.11280  1.67648  -0.49832
H  -4.32983  -0.46220  -0.31385
H  -3.11594  -2.49332  0.39321
H  -0.69901  -2.50400  0.52461

Here are the Löwdin charges for atoms 1 to 6, given in e:
1. C -0.055
2. C -0.456
3. C -0.246
4. O -0.064
5. C -0.130
6. C -0.205


C5H8O2 | ωB97M-V/def2-TZVPD

Computed properties:
- electronic energy (hartree) = -345.6029
- energy above the lowest of the compared OMol25 structures with the same formula, charge and spin (kcal/mol) = 126.8
- HOMO-LUMO gap (alpha / beta) (eV) = 8.70 / 8.31
- E_LUMO (alpha / beta) (Ha) = 0.031 / 0.025

Element x y z (Å)
O  0.94268  2.33980  0.06329
C  0.28990  1.48803  0.90405
C  -1.02351  1.30243  0.98905
C  -0.76243  -1.71342  -0.22320
C  0.74879  -1.67542  -0.25350
C  0.51254  -0.73772  -1.38254
O  -0.81256  -0.89406  -1.31941
H  0.28192  2.81179  -0.46217
H  0.99913  0.95284  1.52973
H  -1.42940  0.57636  1.68167
H  -1.72411  1.83274  0.34687
H  -1.39988  -2.59583  -0.27973
H  1.31369  -1.26740  0.58830
H  1.14596  -2.65602  -0.53849
H  0.91727  0.23587  -1.64393

Here are the Löwdin charges for atoms 1 to 6, given in e:
1. O -0.016
2. C -0.303
3. C 0.000
4. C -0.121
5. C -0.146
6. C -0.138


C20H42N2O6 | ωB97M-V/def2-TZVPD

Computed properties:
- electronic energy (hartree) = -1347.8813
- energy above the lowest of the compared OMol25 structures with the same formula, charge and spin (kcal/mol) = 154.7
- HOMO-LUMO gap (eV) = 2.79
- E_LUMO (Ha) = -0.038

Element x y z (Å)
C  -2.77542  -0.42033  6.42131
C  -1.87916  -1.65377  6.62360
C  -1.55716  -2.38416  5.29603
N  -0.45381  -3.48980  5.45341
C  0.83962  -3.06581  6.18422
C  2.00917  -4.10765  6.16707
C  2.33124  -4.44929  4.65960
C  1.12018  -4.93540  3.92617
C  -0.13014  -3.97143  4.00852
C  -1.16778  -4.67547  6.21334
H  -2.63074  0.28181  7.24239
H  -3.78903  -0.70891  6.69951
H  -2.81761  0.24875  5.56185
H  -2.58684  -2.27296  7.17486
H  -1.03437  -1.23099  7.16738
H  -1.12103  -1.71909  4.55068
H  -2.42904  -2.85677  4.84374
H  1.05768  -2.12414  5.68043
H  0.48503  -2.97458  7.21089
H  2.81122  -3.65077  6.74678
H  1.71464  -4.96370  6.77415
H  2.63040  -3.48556  4.24748
H  3.26869  -5.00539  4.66387
H  1.40078  -5.32891  2.94918
H  0.64133  -5.79512  4.39487
H  0.10606  -3.11271  3.38011
H  -0.99281  -4.48821  3.58799
H  -1.29719  -4.44663  7.27116
H  -0.45548  -5.50032  6.23275
H  -1.98214  -5.00279  5.56699
C  -3.97835  0.27833  -3.52596
C  -2.96493  1.08425  -4.36261
C  -2.62475  2.42597  -3.64691
N  -1.82875  3.36513  -4.61497
C  -0.57870  2.59234  -5.12123
C  0.07214  3.44949  -6.25739
C  -0.98823  3.50308  -7.36632
C  -2.20524  4.38534  -6.93552
C  -2.81365  3.89146  -5.68547
C  -1.28943  4.58526  -3.86226
H  -4.90557  0.81919  -3.33667
H  -3.52023  0.14746  -2.54561
H  -4.27306  -0.66094  -3.99395
H  -3.16630  1.08421  -5.43385
H  -2.07206  0.45913  -4.35333
H  -2.00452  2.36592  -2.75259
H  -3.49470  2.94546  -3.24512
H  -0.90916  1.71670  -5.67995
H  0.05006  2.26007  -4.29519
H  0.99949  2.98248  -6.58909
H  0.49374  4.39935  -5.92857
H  -1.45519  2.57165  -7.68647
H  -0.58803  3.91894  -8.29098
H  -3.05673  4.39838  -7.61589
H  -1.95600  5.44418  -6.86594
H  -3.47356  3.08916  -6.01553
H  -3.48520  4.54580  -5.12964
H  -1.00864  5.31859  -4.61821
H  -0.45947  4.42124  -3.17499
H  -2.01046  5.03718  -3.18110
O  4.33952  0.80328  2.05348
C  3.63859  1.42161  1.14746
O  4.27572  1.35390  0.13860
O  2.49387  1.87817  1.34706
H  5.07732  0.85777  1.44169
O  9.92863  0.93524  -3.14744
C  9.85706  0.81443  -4.48291
O  8.77232  1.02481  -5.06085
O  10.82324  0.46006  -5.16684
H  8.97288  0.91606  -3.05928

Here are the Löwdin charges for atoms 1 to 6, given in e:
1. C -0.106
2. C -0.210
3. C -0.097
4. N -0.232
5. C -0.086
6. C -0.127


C3H11NO | ωB97M-V/def2-TZVPD

Computed properties:
- electronic energy (hartree) = -250.8170
- energy above the lowest of the compared OMol25 structures with the same formula, charge and spin (kcal/mol) = 50.0
- HOMO-LUMO gap (eV) = 10.11
- E_LUMO (Ha) = 0.034
- SMILES = NCO.CC

Element x y z (Å)
N  5.03731  4.28472  -0.97863
C  5.23938  2.94921  -1.60963
O  5.39164  1.74028  -0.76725
H  4.78440  5.11412  -1.59646
H  4.28467  4.34891  -0.26498
H  4.35559  2.81061  -2.30141
H  6.19485  3.00924  -2.21435
H  4.77520  1.01346  -0.80558
C  -5.10867  -2.83244  0.63374
C  -5.03694  -3.55862  2.02260
H  -5.62009  -3.37162  -0.23977
H  -4.06277  -2.66358  0.26805
H  -5.43480  -1.82430  0.52396
H  -4.70099  -4.60260  2.06031
H  -4.17615  -3.17283  2.64980
H  -5.92265  -3.24456  2.61959

Here are the Löwdin charges for atoms 1 to 6, given in e:
1. N -0.047
2. C -0.305
3. O -0.090
4. H 0.090
5. H 0.065
6. H 0.107


C2H2N4 | ωB97M-V/def2-TZVPD

Computed properties:
- electronic energy (hartree) = -296.2901
- energy above the lowest of the compared OMol25 structures with the same formula, charge and spin (kcal/mol) = 84.6
- HOMO-LUMO gap (eV) = 9.11
- E_LUMO (Ha) = -0.029
- SMILES = c1cnnnn1

Element x y z (Å)
C  -0.29925  -0.29079  -0.76688
C  0.81852  -0.49527  -0.08299
N  0.78782  0.13692  1.17986
N  -0.01527  1.18487  1.30431
N  -1.09847  1.29501  0.58591
N  -1.23345  0.43803  -0.34935
H  -0.47854  -0.88182  -1.78118
H  1.51863  -1.38695  -0.08968

Here are the Löwdin charges for atoms 1 to 6, given in e:
1. C -0.225
2. C -0.076
3. N 0.043
4. N -0.033
5. N 0.002
6. N 0.005


Question: Which value of electronic energy does entry 3 give?
Answer: -345.6029 hartree


Question: Which of these has the lowest energy above the lowest of the compared OMol25 structures with the same formula, charge and spin?
Answer: C12H16O


Question: What is the energy above the lowest of the compared OMol25 structures with the same formula, charge and spin in the sixth record?
Answer: 84.6 kcal/mol